Entry from the Open Molecules 2025 dataset: 2 unconnected molecules or ions with the total composition C10H11N2O2P in a non-equilibrium geometry (ωB97M-V/def2-TZVPD).

Geometry as XYZ:
```
26
Properties=species:S:1:pos:R:3:forces:R:3
P 1.458 1.314 -1.713 0.4 0.0 0.4
O 2.505 0.542 -2.368 -0.3 -0.6 -0.2
O 1.648 2.622 -1.098 -0.6 0.1 0.3
N 0.204 -1.457 1.020 0.1 0.2 0.1
N 1.359 -0.177 2.264 -0.3 -0.4 -0.4
C 0.962 -0.339 0.989 0.3 0.7 -1.3
C -1.253 1.393 -1.248 0.0 0.1 0.0
C 0.859 -1.166 3.074 -0.4 -0.5 0.1
C -2.805 -0.197 -2.148 0.0 0.0 0.0
C -1.774 -0.852 -2.805 -0.1 -0.1 0.0
C 2.186 0.906 2.716 0.3 0.5 0.2
C -2.546 0.921 -1.367 -0.1 0.0 0.0
C -0.474 -0.397 -2.676 0.0 -0.1 0.0
C -0.229 0.725 -1.900 0.7 0.3 0.0
C 0.124 -1.984 2.285 0.1 0.0 0.4
H -3.818 -0.559 -2.246 -0.1 0.0 0.0
H 2.688 1.339 1.855 0.0 0.0 0.0
H -0.427 -2.873 2.507 -0.1 -0.2 0.1
H 1.584 1.681 3.198 0.1 -0.1 0.0
H -1.011 2.264 -0.662 0.0 0.1 0.1
H -1.989 -1.715 -3.418 0.0 -0.1 0.0
H 0.354 -0.891 -3.161 0.1 -0.1 -0.1
H -3.356 1.422 -0.858 0.0 0.1 0.0
H -0.235 -1.851 0.205 0.1 0.1 0.0
H 1.062 -1.213 4.123 0.0 0.0 0.2
H 2.925 0.540 3.432 0.0 0.0 -0.1
```
Forces are in eV/Å.

Values from the calculation:
2S+1   1
Net charge   0
Relative energy (zero: lowest compared OMol25 entry of this formula, charge and spin)   0.0 kcal/mol
HOMO level   -8.935 eV
E_LUMO   0.187 eV

=====

Entry from the Open Molecules 2025 dataset: 9 unconnected molecules or ions with the total composition C36H99N9O9 in a non-equilibrium geometry (ωB97M-V/def2-TZVPD).

Geometry as XYZ:
```
153
Properties=species:S:1:pos:R:3:forces:R:3
O 2.078 4.985 0.176 0.9 0.7 0.2
O -3.495 2.308 6.690 -0.1 0.5 -0.1
O -1.192 3.565 3.235 -0.3 -0.3 -0.1
O -2.849 -4.494 -1.301 0.1 -0.3 0.3
O 2.378 -0.170 4.611 -0.2 1.1 -0.2
O -3.620 -1.401 -4.315 -0.3 0.3 -0.5
O 3.889 -1.615 -2.292 0.1 -0.3 0.0
O -1.245 -0.266 0.521 -0.4 -0.3 0.1
O 3.506 -5.424 -3.234 -0.4 -0.2 0.1
N 5.923 -1.145 0.780 -0.1 -0.1 -0.5
N 4.906 -6.483 -6.502 -0.9 -0.3 0.3
N 1.190 3.185 -2.052 -0.1 0.6 -0.1
N -6.288 0.941 -3.336 -0.2 -0.5 -0.1
N -0.768 4.234 0.574 0.3 0.3 0.7
N 0.756 -0.160 -2.609 0.1 -0.2 0.8
N -2.335 -3.097 1.345 0.2 -0.2 -0.4
N 4.590 1.379 2.103 -0.9 -0.1 -0.1
N -6.644 2.063 4.796 0.4 -0.2 0.4
C -0.137 -0.671 -1.543 -0.4 -0.4 -0.5
C -6.643 -0.909 -4.853 -0.1 -0.5 -0.4
C 4.751 -0.931 -1.407 -0.1 -0.1 0.4
C -0.822 3.331 4.565 0.7 0.4 0.6
C 1.091 -0.724 4.530 0.0 -1.3 0.5
C 2.242 -5.348 -2.594 0.5 0.7 0.0
C -0.449 0.357 -0.460 0.4 0.0 -0.2
C 2.698 0.537 3.420 0.4 -1.2 -0.7
C -4.418 2.015 3.859 0.7 -0.4 0.4
C -3.098 3.139 7.754 0.5 -0.5 0.8
C 4.834 -5.966 -5.126 0.5 1.2 -0.5
C 2.539 3.323 -1.512 0.6 -1.3 -0.1
C 0.401 -1.984 -0.956 -0.4 0.0 0.3
C 2.905 4.675 -0.925 0.0 0.0 -0.8
C -3.404 -3.274 -0.875 0.3 0.6 -0.2
C -1.392 0.486 1.708 1.1 0.2 -0.1
C -4.503 -2.073 0.978 -1.0 -0.1 0.5
C 5.411 -4.542 -5.167 0.4 -0.4 0.6
C -5.735 -0.367 -3.755 -0.6 0.9 -0.7
C -3.606 -3.247 0.636 -0.1 0.0 -0.6
C -4.321 -0.159 -4.278 0.6 -0.8 1.2
C -2.626 -4.517 -2.693 -0.5 0.1 0.2
C 4.298 -1.656 -3.651 -0.7 -0.2 0.4
C 3.424 -5.928 -4.537 0.3 -0.5 -0.6
C 2.509 4.388 1.386 -0.6 -0.8 0.2
C 3.553 2.850 -2.563 -0.6 0.5 -0.4
C -1.214 4.942 2.910 0.5 0.1 -0.6
C -4.854 2.526 6.360 0.1 -0.3 -0.5
C -3.056 4.589 1.280 -0.8 0.6 0.3
C -1.631 5.073 1.440 -0.3 -0.7 -0.3
C -5.224 1.720 5.113 -1.1 0.5 -0.2
C 5.140 -1.858 -0.245 -0.3 -0.2 -0.3
C -2.343 -1.219 -4.887 0.2 -0.4 0.0
C 3.912 -2.478 0.395 -0.3 0.1 0.7
C 4.227 2.345 4.326 -0.1 -0.6 -0.1
C 4.111 1.085 3.472 0.9 0.0 -0.2
H -1.859 -2.194 -4.958 0.0 0.0 0.2
H -4.073 -4.194 0.922 0.0 0.1 0.1
H 4.001 2.121 5.369 -0.2 0.1 0.0
H -6.851 1.296 -4.097 0.1 0.3 0.1
H -1.888 5.453 3.603 0.1 0.3 -0.1
H 3.671 -2.424 -4.105 0.0 0.1 -0.1
H 1.563 -4.751 -3.213 -0.2 -0.2 0.0
H 0.497 0.735 -0.037 0.0 -0.1 0.2
H -5.053 3.593 6.211 0.0 0.0 -0.2
H -0.448 0.460 2.272 0.0 -0.1 0.1
H 0.953 -1.344 3.632 0.1 0.3 -0.2
H -1.876 -3.780 -2.999 0.0 0.0 0.0
H -0.192 5.346 2.945 0.0 0.1 0.6
H 5.660 -0.612 -1.928 0.0 0.2 0.0
H -7.209 1.771 5.591 -0.2 0.1 -0.2
H 0.165 4.655 0.530 -0.4 0.0 -0.2
H -0.788 2.269 4.797 -0.2 -0.1 -0.3
H 2.699 -0.242 2.640 -0.1 0.2 -0.3
H 4.076 -0.689 -4.112 0.4 -0.1 -0.2
H 1.153 3.638 -2.964 0.0 -0.1 0.0
H -3.353 1.966 4.097 0.0 0.1 -0.1
H -6.374 -1.924 -5.152 0.2 0.0 0.1
H -1.472 3.815 5.303 -0.3 0.0 -0.2
H -2.158 0.045 2.337 -0.3 0.1 -0.2
H -1.738 -3.870 1.053 -0.1 0.0 0.2
H -4.590 1.262 3.087 -0.2 0.0 0.0
H 6.461 -1.847 1.274 0.0 0.2 0.2
H -5.193 0.664 5.397 0.5 -0.1 -0.2
H -3.808 0.459 -3.526 0.1 0.3 -0.2
H 1.069 -2.520 -1.631 0.1 0.2 -0.1
H -3.202 4.219 7.604 -0.4 -0.1 -0.4
H 0.180 3.742 4.751 0.1 -0.1 0.0
H 2.985 -6.938 -4.585 0.1 -0.1 0.4
H 4.677 0.473 1.639 0.2 0.3 -0.1
H -5.512 2.178 7.168 0.1 0.1 0.2
H 5.227 2.777 4.293 0.0 0.0 -0.1
H 4.176 -3.122 1.239 0.2 -0.2 -0.2
H -6.573 -0.288 -5.752 0.2 0.1 0.1
H 5.446 -4.165 -4.144 -0.3 0.2 -0.1
H 1.965 4.884 2.188 0.1 0.0 0.1
H 1.961 1.280 3.093 -0.1 0.2 0.5
H 2.233 3.325 1.379 0.0 0.0 0.2
H -5.736 -1.036 -2.893 0.2 -0.1 0.0
H -7.706 -0.943 -4.605 0.1 0.1 0.4
H 0.257 -0.023 4.621 0.2 0.3 -0.1
H -0.971 1.217 -0.895 0.0 0.1 0.0
H -4.274 0.333 -5.253 -0.3 0.1 0.0
H 4.468 -5.789 -7.106 0.2 0.0 0.0
H 6.451 -4.529 -5.494 -0.1 -0.2 -0.3
H -5.576 1.615 -3.093 0.0 0.0 0.0
H -3.634 2.845 8.665 -0.1 0.2 0.0
H -2.695 -2.463 -1.115 -0.1 0.1 -0.1
H -4.641 2.993 3.436 -0.1 0.1 0.2
H 3.275 -1.721 0.864 0.0 0.2 -0.3
H 5.534 1.742 2.155 0.0 0.0 0.1
H -2.391 -0.841 -5.915 -0.2 0.2 0.1
H 6.591 -0.522 0.334 0.1 -0.1 0.0
H 1.825 -6.329 -2.355 0.0 -0.1 -0.2
H 2.778 5.452 -1.689 -0.3 0.0 0.1
H -6.918 1.471 4.019 -0.2 0.1 0.0
H -1.532 1.544 1.478 -0.6 0.0 0.1
H 3.580 4.407 1.604 0.1 0.4 -0.4
H 0.899 -1.794 -0.002 0.2 -0.1 -0.1
H -2.041 2.964 7.960 0.0 -0.1 -0.2
H 5.717 -2.681 -0.685 0.1 0.0 -0.1
H 1.617 -0.683 -2.473 0.2 0.3 -0.3
H -5.528 -2.185 0.605 0.2 -0.2 -0.3
H 3.319 -3.045 -0.319 0.1 0.0 0.0
H -1.107 -0.923 -1.994 0.0 0.1 -0.1
H 4.741 0.251 3.810 -0.2 0.2 0.8
H 4.829 -3.898 -5.828 -0.1 0.1 0.1
H -0.620 3.402 1.146 0.0 -0.2 -0.4
H -4.146 -1.116 0.592 0.3 0.0 0.1
H -3.483 4.861 0.314 0.3 -0.4 -0.2
H 0.978 0.818 -2.432 -0.1 0.1 -0.1
H 2.764 -5.336 -5.193 0.1 0.4 0.2
H -1.899 -2.285 0.905 0.1 0.1 0.4
H 3.564 3.528 -3.425 0.2 0.2 0.2
H -3.108 3.522 1.489 -0.1 0.0 -0.3
H -2.303 -5.519 -2.966 0.1 0.0 0.0
H 0.520 3.689 -1.470 0.0 -0.2 0.0
H 3.504 3.046 3.904 0.1 0.3 0.3
H 4.275 -7.283 -6.587 0.4 -0.1 0.0
H 4.204 -0.060 -1.023 0.2 0.1 0.1
H 3.976 4.718 -0.694 -0.1 -0.2 0.4
H -1.557 6.104 1.086 0.1 0.1 0.3
H 1.033 -1.447 5.350 -0.2 0.3 0.1
H -4.324 -3.030 -1.425 -0.1 -0.3 0.0
H 5.331 -1.989 -3.759 0.1 0.3 0.0
H 2.626 2.563 -0.722 -0.1 0.3 0.2
H 4.549 2.774 -2.132 0.1 -0.1 -0.1
H 2.411 -4.791 -1.671 -0.1 -0.1 0.0
H -0.429 -2.667 -0.760 0.1 0.0 0.1
H -3.580 -4.288 -3.180 0.2 0.0 -0.4
H -3.722 5.090 1.994 0.2 -0.1 0.2
H 3.230 1.907 -3.008 0.1 -0.2 0.4
H -1.730 -0.553 -4.271 0.1 0.0 -0.1
H 5.507 -6.519 -4.467 -0.2 -0.4 -0.1
H -4.660 -2.032 2.059 0.4 0.3 0.0
```
Forces are in eV/Å.

Values from the calculation:
2S+1   1
Net charge   0
Relative energy (zero: lowest compared OMol25 entry of this formula, charge and spin)   15.5 kcal/mol
HOMO level   -8.876 eV
SMILES   COC[C@H](C)N.COC[C@H](C)N.COC[C@H](C)N.COC[C@H](C)N.COC[C@H](C)N.COC[C@H](C)N.COC[C@H](C)N.COC[C@H](C)N.COC[C@H](C)N
E_LUMO   0.622 eV

=====

Entry from the Open Molecules 2025 dataset: 13 unconnected molecules or ions with the total composition C5H36N2O13 in a non-equilibrium geometry (ωB97M-V/def2-TZVPD).

Geometry as XYZ:
```
56
Properties=species:S:1:pos:R:3:forces:R:3
O 0.522 -2.291 3.254 0.2 0.3 0.3
O 0.918 3.713 -0.372 0.5 -0.1 -1.2
O 1.151 -3.690 0.819 0.7 1.0 -0.2
O -1.965 -3.061 2.650 1.0 0.1 -0.3
O -0.509 -0.121 1.840 0.1 0.3 -0.4
O -3.207 2.673 -1.978 -0.6 -0.4 -0.4
O 2.375 -0.097 2.029 -0.5 0.1 -0.2
O -0.560 2.813 -2.555 0.8 0.6 -0.1
O -0.800 0.578 -4.051 -0.2 -0.3 -0.4
O -3.117 -1.545 0.806 1.1 0.2 -0.2
O 0.709 3.406 2.446 0.4 -0.3 -0.2
O 3.242 2.098 0.697 -0.2 -0.7 0.1
O -1.208 -3.499 -0.668 0.4 -0.4 0.1
N 0.087 -0.709 -0.204 0.1 0.2 -0.9
N -2.270 1.889 1.219 0.6 0.1 -0.2
C 1.702 -0.427 -2.003 -0.3 -1.3 0.3
C -1.876 0.932 0.199 -0.4 -0.1 0.3
C 2.557 -1.632 -1.614 0.3 0.1 -0.8
C 0.174 -0.695 -1.624 0.4 0.9 1.1
C -0.726 0.067 0.653 -0.7 0.1 0.7
H 4.178 1.952 0.879 0.1 0.5 -0.1
H 0.179 -1.420 3.006 0.0 -0.2 0.0
H -0.142 1.223 -4.325 -0.1 0.1 0.1
H -2.338 2.900 -2.351 -0.1 0.2 0.7
H -1.310 -2.812 3.328 -0.5 0.0 0.4
H 0.605 -4.116 0.157 -0.4 -0.4 0.3
H -1.848 1.346 -0.808 0.6 0.1 0.0
H -0.123 3.633 -2.840 -0.3 -0.1 -0.2
H -2.674 -2.034 1.539 -0.9 0.0 0.2
H -0.170 2.759 -1.668 0.1 0.1 0.1
H -1.456 2.341 1.638 -0.3 0.1 -0.1
H 2.008 0.486 -1.499 0.1 0.1 -0.2
H 1.428 0.093 2.179 0.6 -0.2 0.1
H 2.097 -2.599 -1.836 -0.5 0.1 0.4
H 1.700 -0.324 -3.082 -0.2 0.3 -0.1
H 0.440 3.412 0.389 -0.3 0.1 1.1
H 1.511 3.041 2.044 0.1 -0.1 0.2
H 1.177 -2.096 3.932 0.1 -0.2 0.2
H -3.249 2.802 -1.025 0.3 0.4 -0.1
H -1.643 1.026 -4.211 0.1 -0.1 0.1
H 2.884 1.231 1.002 0.0 0.5 0.0
H 1.036 4.244 2.793 -0.3 0.1 0.1
H 3.399 -1.704 -2.309 0.4 0.5 0.5
H -0.948 -3.366 -1.586 -0.5 0.0 0.0
H 1.850 3.481 -0.232 -0.2 -0.1 0.1
H -1.580 -2.688 -0.301 -0.5 0.1 -0.4
H 2.891 -1.579 -0.580 0.2 -0.3 -0.1
H 0.668 -1.417 0.258 -0.2 -0.4 0.3
H 0.976 -4.024 1.701 -0.2 -0.2 0.0
H -0.428 0.099 -2.054 -0.4 -0.4 -0.2
H -2.733 1.405 1.977 -0.2 0.0 0.0
H -2.718 0.225 0.151 0.4 -0.1 -0.2
H -3.896 -2.011 0.528 -0.5 -0.5 0.1
H 2.399 -0.944 1.566 0.1 -0.1 0.3
H -1.314 -3.225 1.948 -0.3 -0.6 -0.1
H -0.052 -1.739 -1.853 0.1 0.2 -0.8
```
Forces are in eV/Å.

Values from the calculation:
2S+1   2
Net charge   +1
Relative energy (zero: lowest compared OMol25 entry of this formula, charge and spin)   0.0 kcal/mol
HOMO level (spin up / spin down)   -13.199 / -13.178 eV
E_LUMO (spin up / spin down)   -3.184 / -8.288 eV

=====

Entry from the Open Molecules 2025 dataset: a molecular structure, C20H29N4O5S6V in a non-equilibrium geometry (ωB97M-V/def2-TZVPD).

Geometry as XYZ:
```
65
Properties=species:S:1:pos:R:3:forces:R:3
V 0.447 0.791 0.055 1.9 0.6 -0.3
S -0.547 2.937 -0.035 -0.1 0.2 -0.6
S -2.069 2.124 3.913 0.0 0.4 -0.3
S 0.169 0.799 2.414 0.2 -0.3 0.5
S -3.934 4.351 4.510 -0.3 0.2 0.2
S -2.546 4.112 1.877 0.1 -0.4 0.3
S -4.492 0.504 0.310 -0.5 0.2 0.0
O 0.155 0.460 -2.560 0.0 0.1 0.3
O 0.230 -2.466 -1.572 0.0 0.0 -0.1
O -5.394 0.105 -0.743 0.3 -0.2 0.1
O -4.864 1.674 1.057 0.2 -0.1 0.0
O -0.959 -0.463 0.061 -1.2 -1.1 -0.5
N 3.242 0.610 -2.160 -0.1 0.0 0.2
N 2.681 -0.662 0.317 -0.6 -0.3 0.2
N -2.962 0.605 -0.253 0.0 -0.4 0.2
N 2.313 1.964 0.423 0.2 0.5 0.0
C -4.205 -0.855 1.440 0.6 0.2 -0.3
C 3.200 -1.501 -0.746 0.1 0.1 -0.2
C 3.227 1.455 1.440 0.1 -0.3 0.0
C 2.918 2.664 -0.710 0.2 -0.1 -0.2
C -4.437 -2.500 3.128 0.0 0.1 0.0
C -0.428 -3.507 -0.894 0.0 0.0 0.0
C -2.906 3.583 3.481 0.2 -0.3 -0.1
C 3.878 -0.657 -1.851 -0.1 -0.1 0.0
C 3.838 1.815 -1.593 -0.1 0.1 -0.1
C -2.275 -2.120 2.126 0.0 0.2 -0.2
C -5.013 -1.511 2.337 -0.2 0.0 0.0
C 0.209 -0.765 -3.258 0.0 -0.4 0.0
C -1.367 2.871 1.484 -0.2 0.1 0.7
C -3.079 -2.792 3.031 -0.1 -0.1 0.0
C -1.029 1.208 -2.848 0.0 0.2 -0.1
C -2.859 -1.154 1.320 0.0 -0.4 0.6
C -1.110 1.965 2.453 -0.4 0.5 0.2
C -0.543 -1.926 -2.620 0.0 0.2 -0.1
C 3.689 0.023 1.111 -0.1 0.3 0.0
C -2.184 -0.284 0.325 -0.6 0.3 -0.4
H -0.836 2.231 -2.536 -0.1 0.0 0.0
H 2.666 1.421 2.375 0.0 0.1 -0.1
H 3.937 -2.242 -0.390 -0.1 0.0 0.0
H -5.051 -3.037 3.838 0.0 0.0 0.0
H 1.695 2.641 0.876 0.0 0.0 0.0
H -1.213 -2.308 2.060 0.0 0.0 0.0
H 3.897 -1.271 -2.761 0.1 -0.1 0.1
H -2.643 -3.541 3.680 0.0 0.0 0.0
H 4.150 2.462 -2.424 0.1 0.1 0.2
H 0.197 -3.772 -0.040 0.0 -0.1 0.0
H 4.096 2.116 1.572 0.0 0.0 0.0
H 4.746 1.569 -1.031 0.0 -0.1 -0.1
H 1.265 -1.034 -3.343 0.0 0.0 0.0
H 3.908 -0.512 2.043 0.0 0.0 -0.1
H 2.348 -2.032 -1.168 0.1 0.0 0.0
H 4.614 0.056 0.536 0.0 -0.1 0.0
H 2.087 3.048 -1.311 0.1 0.0 0.0
H -1.228 1.192 -3.927 0.1 -0.1 0.0
H -1.518 -1.586 -2.248 0.0 0.0 0.0
H -6.061 -1.260 2.417 0.0 0.0 0.1
H -1.412 -3.194 -0.529 0.0 0.0 0.0
H -0.716 -2.705 -3.380 0.0 0.1 0.0
H 2.252 0.574 -1.935 0.1 0.0 -0.1
H -0.196 -0.617 -4.268 0.1 0.0 0.0
H 3.511 3.527 -0.366 -0.1 0.0 -0.1
H 4.922 -0.467 -1.584 0.0 0.0 -0.1
H 2.028 -1.169 0.905 0.2 -0.1 0.0
H -0.550 -4.387 -1.541 0.0 0.1 0.0
H -1.891 0.841 -2.291 0.0 0.0 0.0
```
Forces are in eV/Å.

Values from the calculation:
2S+1   2
Net charge   -1
Relative energy (zero: lowest compared OMol25 entry of this formula, charge and spin)   26.4 kcal/mol
HOMO level (spin up / spin down)   -3.453 / -3.147 eV
E_LUMO (spin up / spin down)   2.283 / 2.283 eV

=====

Entry from the Open Molecules 2025 dataset: a single C4H4ClF molecule in a non-equilibrium geometry (ωB97M-V/def2-TZVPD).

Geometry as XYZ:
```
10
Properties=species:S:1:pos:R:3:forces:R:3
Cl -0.202 2.862 0.454 0.1 0.2 0.0
F 1.035 1.362 -1.771 0.0 0.3 -0.3
C 0.273 1.194 0.571 -2.9 -2.7 -0.5
C -1.048 0.037 0.266 3.2 2.8 0.6
C -0.416 -0.347 -0.832 0.1 0.1 -0.1
C 0.814 0.511 -0.724 0.1 -0.3 0.3
H 0.829 1.010 1.481 0.1 0.1 0.0
H -0.663 -1.068 -1.591 -0.1 -0.2 -0.1
H 1.752 -0.036 -0.566 -0.1 0.1 0.1
H -1.935 -0.177 0.817 -0.4 -0.2 0.2
```
Forces are in eV/Å.

Values from the calculation:
2S+1   1
Net charge   0
Relative energy (zero: lowest compared OMol25 entry of this formula, charge and spin)   22.7 kcal/mol
HOMO level   -10.024 eV
SMILES   F[C@@H]1C=C[C@@H]1Cl
E_LUMO   1.013 eV